1.
Entry from the OMol25 dataset: 2 unconnected molecules or ions with the total composition C4H11N3O at a distorted geometry (the ωB97M-V functional and the def2-TZVPD basis).

Values from the calculation:
* 2S+1: 1
* total charge: 0
* HOMO: -0.3119 hartree
* max |F|: 3.1 eV Å⁻¹
* orbital gap: 9.401 eV
* E: -398.4660 a.u.
* SMILES: [H]/N=C(\N)C(=C)N.CO
* ΔE to the lowest compared entry with this formula, charge and spin: 55.32 kcal/mol

Last column: natural (NBO) charge in e.
Geometry (Å):
H 2.4037 -1.3135 -0.9546  0.331
N 1.3999 -1.4622 -1.0578  -0.702
C 0.7716 -0.9768 -0.0540  0.412
N 1.4158 -0.3663 0.9796  -0.839
C -0.8426 -1.1582 0.0377  0.077
C -1.3743 -2.1902 -0.6295  -0.437
N -1.4605 -0.5554 1.1291  -0.840
H 0.7914 -0.0772 1.7283  0.391
H 2.2071 -0.8927 1.3281  0.391
H -2.4052 -2.4917 -0.4853  0.192
H -0.7831 -2.7741 -1.3268  0.233
H -2.4704 -0.6623 1.1048  0.379
H -1.2283 0.4453 1.1268  0.400
C 0.4504 2.7434 -0.4471  -0.240
O -0.4995 1.7393 -0.1677  -0.765
H 0.4141 3.4818 0.3597  0.181
H 0.1884 3.2802 -1.3637  0.167
H 1.4552 2.3111 -0.5027  0.176
H -0.4335 0.9194 -0.8049  0.494



2.
Entry from the OMol25 dataset: a molecular structure, C47H41CrN2O2PS3 (the ωB97M-V functional and the def2-TZVPD basis).

Values from the calculation:
* 2S+1: 5
* expectation value of S²: 6.039
* total charge: -2
* HOMO (spin up / spin down): -0.0565 / -0.0723 hartree
* max |F|: 0.6 eV Å⁻¹
* orbital gap (spin up / spin down): 5.232 / 5.660 eV
* E: -4655.9998 a.u.
* ΔE to the lowest compared entry with this formula, charge and spin: 0.00 kcal/mol

Last column: Löwdin charge in e.
Geometry (Å):
Cr 0.1877 -1.4856 0.6967  0.423
C 1.7951 -3.9477 -1.2832  -0.043
C 0.7052 -2.9980 -1.6755  -0.312
N -0.4155 -2.9928 -1.0182  0.002
N -1.4602 -2.4088 -1.7389  -0.088
C -2.2775 -1.6635 -1.1095  -1.112
S -2.2667 -1.1456 0.5312  0.604
S -3.6855 -1.1033 -2.0722  0.857
C -3.0616 -1.2680 -3.7816  -0.420
C -3.2619 -0.0033 -4.5570  -0.297
C -2.5198 1.1326 -4.2366  -0.035
C -2.6752 2.2973 -4.9634  -0.092
C -3.5891 2.3588 -6.0090  -0.117
C -4.3452 1.2415 -6.3219  -0.114
C -4.1777 0.0681 -5.5992  -0.061
C 0.9575 -2.0371 -2.7573  -0.140
C 1.3195 -2.3982 -4.0424  -0.072
C 1.5276 -1.4489 -5.0325  -0.149
C 1.3920 -0.1056 -4.6901  -0.136
C 1.0729 0.2834 -3.4074  -0.043
C 0.8357 -0.6589 -2.3689  -0.393
O 0.5601 -0.3000 -1.1705  -0.147
H 1.4497 -4.6346 -0.5151  0.073
H 2.6743 -3.4183 -0.9176  0.076
H 2.0873 -4.5038 -2.1791  0.073
H -3.5492 -2.1078 -4.2798  0.070
H -2.0021 -1.5083 -3.6804  0.068
H -1.8228 1.0880 -3.4100  0.117
H -2.0854 3.1662 -4.7070  0.095
H -3.7125 3.2765 -6.5720  0.087
H -5.0642 1.2790 -7.1315  0.088
H -4.7605 -0.8098 -5.8505  0.102
H 1.4091 -3.4518 -4.2834  0.099
H 1.7762 -1.7446 -6.0422  0.072
H 1.5398 0.6559 -5.4497  0.086
H 0.9833 1.3325 -3.1513  0.099
C -2.8151 5.3956 2.0731  -0.048
C -1.5126 5.2121 2.8052  -0.260
C -1.1561 6.1985 3.7257  -0.075
C 0.0007 6.1231 4.4804  -0.112
C 0.8395 5.0308 4.3194  -0.106
C 0.5100 4.0587 3.3954  -0.109
C -0.6555 4.1177 2.6241  -0.302
P -0.7735 2.6286 1.5151  1.156
C -2.0540 3.0514 0.2808  -0.331
C -3.2730 2.3873 0.2017  -0.100
C -4.1723 2.6620 -0.8155  -0.086
C -3.8628 3.6113 -1.7717  -0.102
C -2.6388 4.2601 -1.7162  -0.080
C -1.7168 3.9806 -0.7179  -0.308
C -0.3787 4.6641 -0.7353  -0.072
C -1.5787 1.4866 2.6907  -0.347
C -2.7802 1.8351 3.3093  -0.127
C -3.3977 1.0118 4.2299  -0.120
C -2.7810 -0.1989 4.5469  -0.114
C -1.5858 -0.5472 3.9671  -0.077
C -0.9231 0.2762 3.0261  -0.376
C 0.3416 -0.1761 2.4648  -0.247
H -3.4291 6.1315 2.5954  0.072
H -3.3783 4.4694 1.9907  0.057
H -2.6586 5.7500 1.0526  0.079
H -1.8247 7.0415 3.8602  0.097
H 0.2392 6.9045 5.1911  0.088
H 1.7473 4.9390 4.9021  0.093
H 1.1692 3.2094 3.2590  0.096
H -3.5080 1.6241 0.9259  0.074
H -5.0977 2.1074 -0.8728  0.098
H -4.5497 3.8198 -2.5817  0.095
H -2.3778 4.9826 -2.4825  0.098
H -0.2829 5.2915 -1.6235  0.069
H 0.4255 3.9232 -0.7387  0.074
H -0.2246 5.2927 0.1450  0.067
H -3.2381 2.7874 3.0645  0.084
H -4.3352 1.3007 4.6900  0.081
H -3.2482 -0.8755 5.2540  0.089
H -1.1219 -1.4950 4.2162  0.109
H 0.9145 -0.7435 3.2015  0.031
H 0.9516 0.6492 2.0822  0.013
C 7.1813 -6.9665 0.9597  -0.053
C 7.8227 -7.3953 2.2538  -0.749
O 8.7266 -8.2064 2.3129  -0.038
S 7.2097 -6.6974 3.7742  1.002
C 5.8711 -5.6686 3.2433  -0.600
C 4.6265 -6.2212 2.9422  -0.123
C 3.5964 -5.4199 2.5032  -0.030
C 3.7585 -4.0284 2.3654  -0.252
C 5.0118 -3.4867 2.7027  -0.033
C 6.0478 -4.2907 3.1271  -0.122
C 2.6993 -3.2178 1.9009  -0.151
C 1.7723 -2.5549 1.4531  -0.068
H 7.9109 -7.1114 0.1659  0.082
H 6.8311 -5.9367 0.9920  0.072
H 6.3136 -7.5995 0.7619  0.092
H 4.4754 -7.2892 3.0515  0.103
H 2.6334 -5.8502 2.2610  0.115
H 5.1516 -2.4183 2.6131  0.114
H 7.0105 -3.8560 3.3623  0.098



3.
Entry from the OMol25 dataset: a molecular structure, C27H41F6N4O8S3SbTi at a distorted geometry (the ωB97M-V functional and the def2-TZVPD basis).

Values from the calculation:
* 2S+1: 1
* total charge: -2
* HOMO: -0.0564 hartree
* max |F|: 1.1 eV Å⁻¹
* orbital gap: 5.598 eV
* E: -4758.0009 a.u.
* ΔE to the lowest compared entry with this formula, charge and spin: 46.41 kcal/mol

Last column: Löwdin charge in e.
Geometry (Å):
Ti 0.7190 0.3400 -0.9084  1.124
C 1.3193 -2.7690 -1.5117  -0.058
N 2.0417 -1.4828 -1.5556  -0.238
C 3.2673 -1.5927 -0.7489  -0.070
C 2.2767 -1.1545 -2.9593  -0.215
C 3.3831 -1.5712 -3.6639  -0.032
C 3.4673 -1.3342 -5.0359  -0.112
C 2.4065 -0.7183 -5.6801  -0.103
C 1.2874 -0.2931 -4.9736  -0.012
C 1.2288 -0.4597 -3.5897  -0.236
N 0.1861 -0.0656 -2.7649  -0.048
C -0.8348 0.8118 -3.2738  -0.206
C -0.4552 2.0247 -3.8442  -0.046
C -1.3825 2.9477 -4.2881  -0.081
C -2.7301 2.6409 -4.1745  -0.092
C -3.1275 1.4364 -3.6211  -0.038
C -2.1998 0.4953 -3.1507  -0.174
N -2.6529 -0.6936 -2.5834  -0.186
C -3.9672 -0.7627 -2.0053  -0.104
C -2.1182 -1.9701 -2.9739  -0.072
H 1.9388 -3.5476 -1.9715  0.097
H 0.3819 -2.6761 -2.0505  0.069
H 1.1033 -3.0170 -0.4739  0.069
H 2.9805 -1.6083 0.3027  0.067
H 3.9056 -0.7361 -0.9347  0.089
H 3.7991 -2.5228 -0.9815  0.086
H 4.1890 -2.0785 -3.1488  0.104
H 4.3471 -1.6402 -5.5876  0.085
H 2.4447 -0.5532 -6.7505  0.093
H 0.4710 0.1975 -5.4848  0.109
H 0.5904 2.3038 -3.8446  0.107
H -1.0416 3.9081 -4.6482  0.096
H -3.4820 3.3501 -4.5012  0.093
H -4.1822 1.2064 -3.5446  0.091
H -3.9581 -1.4843 -1.1889  0.071
H -4.2429 0.1995 -1.5794  0.090
H -4.7375 -1.0625 -2.7399  0.080
H -2.8249 -2.5038 -3.6334  0.082
H -1.9308 -2.5940 -2.0941  0.083
H -1.1843 -1.8449 -3.5134  0.072
F 1.0742 3.9321 2.6933  0.110
C 0.5237 2.9259 1.9854  -0.664
F -0.2507 2.2234 2.8076  0.138
F -0.1841 3.4570 1.0237  0.169
S 2.0215 1.8890 1.4701  0.637
O 1.6704 0.5310 0.9394  -0.412
O 2.6628 1.7945 2.7497  -0.280
N 2.7503 2.7392 0.3955  -0.385
S 2.3078 2.5388 -1.1840  0.892
O 2.6242 1.0397 -1.4668  -0.541
O 0.7489 2.3108 -1.1471  -0.529
C 0.7877 5.0633 -2.7173  -0.405
F -0.4266 5.3600 -2.0712  -0.108
F 1.7105 5.4917 -1.7106  -0.155
F 0.8657 6.1917 -3.6113  -0.155
O -0.8995 0.9623 0.2471  -0.368
S -1.1877 -0.4139 0.8600  0.355
O -2.5636 -0.8194 0.7511  -0.282
O -0.6498 -0.5421 2.1904  -0.395
O -0.3079 -1.1947 -0.1413  -0.434
C -1.5495 -4.0038 2.4681  -0.165
C -0.9400 -3.2079 3.6231  -0.562
C -1.0951 -3.9722 4.9330  -0.155
Sb 1.0454 -2.5571 3.0240  1.562
C 2.2497 -4.1536 3.9788  -0.585
C 1.9040 -5.4824 3.3002  -0.192
C 2.3352 -4.3441 5.4895  -0.163
C 1.4488 -0.9651 4.4268  -0.562
C 2.9607 -0.7583 4.5085  -0.169
C 0.8090 -1.0740 5.8049  -0.144
H -2.5941 -4.2598 2.6829  0.071
H -1.0094 -4.9421 2.3053  0.058
H -1.5411 -3.4377 1.5347  0.053
H -1.4766 -2.2594 3.6895  0.070
H -0.6567 -4.9718 4.8661  0.052
H -2.1597 -4.1063 5.1627  0.070
H -0.6350 -3.4667 5.7818  0.044
H 3.2449 -3.8573 3.6240  0.060
H 1.0303 -5.9445 3.7681  0.054
H 2.7253 -6.2060 3.3736  0.062
H 1.6724 -5.3634 2.2376  0.047
H 1.3632 -4.5795 5.9267  0.049
H 2.7153 -3.4581 5.9983  0.045
H 3.0090 -5.1753 5.7407  0.065
H 1.0202 -0.1024 3.9141  0.052
H 3.4797 -1.6417 4.8912  0.049
H 3.1979 0.0797 5.1726  0.074
H 3.3779 -0.5109 3.5308  0.055
H 1.1546 -1.9504 6.3582  0.048
H -0.2796 -1.1250 5.7414  0.065
H 1.0613 -0.1908 6.4044  0.071



4.
Entry from the OMol25 dataset: C16H13FN4O3 in the gas phase (the ωB97M-V functional and the def2-TZVPD basis).

Values from the calculation:
* 2S+1: 1
* total charge: 0
* HOMO: -0.3389 hartree
* max |F|: 0.6 eV Å⁻¹
* orbital gap: 9.545 eV
* E: -1162.1556 a.u.
* SMILES: O=C(NN[C@@H]1CC(=O)N(c2ccc(F)cc2)C1=O)c1cccnc1

Last column: natural (NBO) charge in e.
Geometry (Å):
O -2.4266 -1.3765 1.2269  -0.640
C -2.4450 -0.7204 0.1981  0.642
N -1.9682 -1.2121 -0.9704  -0.457
N -1.4543 -2.5105 -1.0978  -0.435
C -0.0571 -2.6628 -0.6987  -0.141
C 0.2342 -2.8693 0.7917  -0.557
C 1.4202 -1.9905 1.0881  0.715
O 2.0993 -1.9730 2.0749  -0.549
N 1.6103 -1.1574 -0.0182  -0.485
C 2.5824 -0.1244 -0.0536  0.110
C 2.7629 0.6911 1.0570  -0.182
C 3.7174 1.6903 1.0274  -0.265
C 4.4687 1.8645 -0.1210  0.398
F 5.3956 2.8411 -0.1540  -0.321
C 4.2957 1.0655 -1.2371  -0.277
C 3.3483 0.0600 -1.1985  -0.170
C 0.7536 -1.4214 -1.0656  0.704
O 0.6574 -0.7697 -2.0710  -0.568
C -3.0040 0.6531 0.1240  -0.187
C -2.9710 1.4508 1.2664  -0.126
C -3.4970 2.7285 1.2087  -0.254
C -4.0404 3.1591 0.0062  0.054
N -4.1023 2.4000 -1.0745  -0.412
C -3.6041 1.1804 -1.0190  0.057
H -1.8592 -0.6415 -1.7960  0.414
H -2.0351 -3.1359 -0.5403  0.377
H 0.3340 -3.4999 -1.2918  0.231
H 0.4399 -3.9023 1.0686  0.245
H -0.6111 -2.5208 1.3971  0.293
H 2.1685 0.5384 1.9430  0.236
H 3.8799 2.3316 1.8787  0.232
H 4.8993 1.2298 -2.1151  0.234
H 3.1987 -0.5741 -2.0573  0.232
H -2.5364 1.0555 2.1730  0.238
H -3.4865 3.3744 2.0724  0.225
H -4.4546 4.1529 -0.0994  0.197
H -3.7136 0.5955 -1.9232  0.195



5.
Entry from the OMol25 dataset: 11 unconnected molecules or ions with the total composition C6H30O11 at a distorted geometry (the ωB97M-V functional and the def2-TZVPD basis).

Values from the calculation:
* 2S+1: 1
* total charge: 0
* HOMO: -0.3110 hartree
* max |F|: 1.9 eV Å⁻¹
* orbital gap: 8.468 eV
* E: -1074.1975 a.u.
* SMILES: C/C=C/C=C(/C)O.O.O.O.O.O.O.O.O.O.O
* ΔE to the lowest compared entry with this formula, charge and spin: 47.25 kcal/mol

Last column: natural (NBO) charge in e.
Geometry (Å):
C 2.4590 3.2612 -0.6633  -0.651
C 0.9544 3.2057 -0.5247  -0.173
C 0.2749 2.0656 -0.6338  -0.239
C -1.1678 1.9676 -0.7803  -0.351
C -1.9319 0.8679 -0.8111  0.353
C -3.4046 0.8004 -0.7778  -0.700
O -1.2306 -0.3278 -0.8025  -0.721
H 2.6883 4.1194 -1.2975  0.221
H 2.9345 3.5329 0.2872  0.212
H 2.8647 2.3450 -1.0572  0.227
H 0.5118 4.1925 -0.6281  0.198
H 0.7863 1.1198 -0.6294  0.198
H -1.7499 2.8894 -0.7664  0.208
H -3.8726 0.7355 -1.7616  0.237
H -3.8176 1.6108 -0.1821  0.236
H -3.7670 -0.0902 -0.2769  0.246
H -1.8460 -1.0604 -0.8875  0.498
O -0.5940 -3.4584 -2.5995  -0.929
H 0.0232 -2.7780 -2.2887  0.460
H -1.1788 -2.8199 -3.0376  0.471
O -0.1946 -1.7504 2.7756  -0.957
H 0.4843 -1.0682 2.7585  0.490
H -0.2990 -1.9844 3.7032  0.475
O 1.0032 -4.2798 -0.6210  -0.973
H 1.4892 -3.9378 0.1501  0.488
H 0.0794 -4.0562 -0.5052  0.470
O 1.6789 -0.2590 -2.3060  -0.932
H 0.9786 -0.3022 -1.6369  0.464
H 1.6439 -1.2050 -2.5173  0.471
O -1.7809 1.7203 2.7815  -0.949
H -2.0627 0.8015 2.7161  0.469
H -1.7435 1.9984 1.8744  0.477
O 2.3256 -2.7017 1.2729  -0.974
H 2.9380 -3.3898 1.5660  0.465
H 2.9327 -1.9380 1.1976  0.510
O 1.0239 1.3554 2.6999  -0.979
H 0.4746 1.3054 3.4848  0.498
H 0.5824 1.9112 2.0463  0.498
O -0.7056 -0.5897 -3.8432  -0.960
H -0.1292 -0.0595 -4.3991  0.481
H -0.6159 -0.1817 -2.9878  0.475
O -2.5052 -1.3501 1.5486  -0.965
H -1.7542 -1.9460 1.7057  0.506
H -2.6935 -0.9956 2.4204  0.454
O 2.8322 -0.1252 1.3714  -0.976
H 1.9381 0.0876 1.7072  0.493
H 3.1431 0.7615 1.1551  0.480